Entry 1:
# C9H14NO3S

An isolated ion of composition C9H14NO3S and charge +1 in a non-equilibrium geometry (the ωB97M-V functional and the def2-TZVPD basis, the OMol25 dataset).

Structure (ORCA input):
```
! RIJCOSX wB97M-V def2-TZVPD def2/J DEFGRID3
* xyz 1 1
C 2.10 0.38 -0.83
C 1.36 0.17 0.48
C 2.03 0.66 1.75
S 1.23 -1.68 1.08
C -0.36 -1.86 0.17
C -0.37 -2.20 -1.28
C -0.68 -0.77 -1.61
O -0.88 -0.02 -2.49
N -0.93 -0.46 -0.10
C -2.33 -0.10 0.38
O -2.78 1.06 -0.18
C -0.13 0.57 0.52
C -0.24 2.00 -0.09
O 0.02 2.99 0.49
H 3.16 0.45 -0.78
H 1.74 1.40 -1.16
H 1.94 -0.36 -1.47
H 2.93 0.16 1.84
H 1.41 0.67 2.71
H 2.34 1.78 1.52
H -1.16 -2.54 0.77
H -1.18 -2.70 -1.62
H 0.41 -2.55 -1.92
H -2.82 -1.07 0.19
H -2.30 0.01 1.53
H -3.73 1.25 -0.37
H -0.23 0.75 1.55
H -0.53 2.03 -1.08
*
```

Computed properties:
Energy above the lowest of the compared OMol25 structures with the same formula, charge and spin, kcal/mol: 95.4
HOMO, eV: -13.295
Kohn-Sham gap, hartree: 0.3448


Entry 2:
# C34H51CaO26

C34H51CaO26 as an isolated structure in a non-equilibrium geometry (the ωB97M-V functional and the def2-TZVPD basis, the OMol25 dataset).

Structure (ORCA input):
```
! RIJCOSX wB97M-V def2-TZVPD def2/J DEFGRID3
* xyz 1 1
Ca -3.41 -1.67 8.70
C -0.52 -2.97 14.53
C -1.17 -2.71 13.23
O -1.20 -1.58 12.73
O -1.79 -3.59 12.60
H -1.24 -2.74 15.31
H 0.36 -2.35 14.69
H -0.18 -3.99 14.68
C -7.33 -6.42 14.14
C -8.25 -6.94 15.23
C -8.06 -6.06 16.52
O -9.31 -5.34 16.50
C -10.18 -5.85 15.68
O -11.38 -5.55 15.60
O -9.63 -6.85 14.92
H -7.49 -7.00 13.23
H -6.33 -6.68 14.48
H -7.34 -5.34 13.97
H -8.00 -7.97 15.47
H -7.22 -5.37 16.58
H -7.87 -6.69 17.38
C 6.41 -2.54 9.89
C 5.25 -2.87 10.76
C 4.40 -4.08 10.26
O 4.31 -4.82 11.54
C 5.02 -4.32 12.46
O 4.99 -4.69 13.67
O 5.71 -3.26 12.01
H 7.12 -1.82 10.31
H 6.03 -2.14 8.96
H 6.94 -3.47 9.67
H 4.63 -1.98 10.91
H 4.84 -4.76 9.54
H 3.48 -3.61 9.91
C -0.46 -8.61 7.93
C -0.41 -8.82 6.41
C 0.91 -8.53 5.72
O 1.20 -9.71 4.89
C 0.29 -10.67 5.25
O 0.25 -11.82 4.90
O -0.59 -10.21 6.14
H 0.42 -9.05 8.41
H -1.39 -9.04 8.30
H -0.46 -7.54 8.16
H -1.25 -8.29 5.96
H 1.67 -8.32 6.46
H 0.76 -7.70 5.03
C -2.08 4.53 18.05
C -3.19 4.21 17.02
C -3.32 2.81 16.42
O -4.61 2.40 16.71
C -5.27 3.43 17.31
O -6.45 3.50 17.68
O -4.45 4.37 17.60
H -1.92 3.74 18.78
H -2.31 5.48 18.55
H -1.18 4.63 17.44
H -3.13 4.91 16.18
H -2.59 2.15 16.90
H -3.07 2.86 15.36
C 6.47 1.70 16.31
C 6.37 2.54 17.60
C 7.49 3.51 17.69
O 6.86 4.75 17.54
C 5.56 4.67 17.53
O 4.72 5.60 17.53
O 5.19 3.36 17.53
H 6.74 2.25 15.41
H 5.53 1.17 16.21
H 7.09 0.82 16.47
H 6.40 1.82 18.42
H 8.20 3.34 16.87
H 8.06 3.32 18.60
C -1.22 -9.11 17.42
C -1.14 -8.26 18.72
C -1.84 -8.91 19.93
O -1.01 -8.72 21.01
C 0.15 -8.21 20.62
O 1.06 -8.01 21.37
O 0.18 -8.15 19.25
H -0.43 -8.76 16.74
H -2.08 -8.97 16.76
H -1.02 -10.16 17.67
H -1.53 -7.26 18.51
H -2.23 -9.91 19.75
H -2.79 -8.37 20.01
C 2.25 4.36 10.00
C 1.01 4.73 10.89
C 1.33 5.21 12.29
O 0.67 6.45 12.41
C 0.13 6.86 11.20
O -0.40 7.95 10.94
O 0.39 5.89 10.32
H 1.88 4.00 9.05
H 2.85 3.50 10.31
H 2.97 5.17 9.85
H 0.20 4.00 10.85
H 2.41 5.31 12.45
H 0.98 4.46 13.00
C 1.78 -1.38 20.95
C 1.85 -1.15 22.52
C 2.59 -2.02 23.52
O 3.56 -1.20 24.09
C 3.49 0.06 23.45
O 4.36 0.94 23.49
O 2.48 0.08 22.64
H 1.30 -0.58 20.40
H 1.18 -2.29 20.90
H 2.76 -1.60 20.52
H 0.85 -1.06 22.94
H 3.14 -2.82 23.02
H 1.85 -2.39 24.24
*
```

Computed properties:
Energy above the lowest of the compared OMol25 structures with the same formula, charge and spin, kcal/mol: 317.9
HOMO, eV: -11.164
Kohn-Sham gap, hartree: 0.1093


Electronic energy in eV, matching the order above: -28017.3728 -107744.5583